{"formula": "C15H26FN3O3SSi", "method": "ωB97M-V/def2-TZVPD", "e_homo_ev": -8.55, "spin_multiplicity": 1, "e_lumo_ev": 0.2777, "charge": 0, "homo_lumo_gap_ev": 8.824, "de_lowest_kj_mol": 125.48, "energy_ha": -1764.708199, "elements": ["O", "O", "O", "F", "S", "C", "C", "C", "C", "C", "N", "N", "N", "C", "C", "C", "C", "C", "C", "C", "C", "C", "C", "Si", "H", "H", "H", "H", "H", "H", "H", "H", "H", "H", "H", "H", "H", "H", "H", "H", "H", "H", "H", "H", "H", "H", "H", "H", "H", "H"], "coordinates": [[-1.53386, -3.01984, 4.16309], [-1.15318, -1.94160, -0.22147], [2.90094, -1.90387, 0.36934], [0.97907, -3.68756, 4.43861], [0.99444, 0.33355, -3.28566], [-0.92130, -2.90499, 3.14953], [-0.60642, -2.30190, 0.81212], [1.78170, -2.16940, -0.00759], [0.49425, -3.26287, 3.24249], [1.29391, -3.01634, 2.19903], [-1.40241, -2.49567, 1.89650], [0.81252, -2.53728, 0.98036], [1.42764, -2.13342, -1.31125], [0.64403, 0.60111, 2.06765], [-2.13029, 3.72829, 1.67967], [-2.27254, 0.03524, -1.91644], [1.76291, -1.21529, -3.58503], [1.68312, 1.13510, -1.81381], [2.37635, -1.81614, -2.35628], [-0.71351, 0.80736, 1.34223], [-1.25922, 3.71909, 0.45726], [-1.97887, 1.48515, -1.61021], [0.90103, 2.26589, -1.10221], [-0.75346, 1.96114, -0.22356], [2.35748, -3.01290, 2.22706], [-2.36048, -2.25569, 1.93779], [0.48717, -2.35515, -1.59099], [1.33568, 0.31231, 1.33193], [0.48423, -0.16567, 2.82266], [1.14449, 1.52945, 2.45689], [-2.44459, 4.72676, 1.96469], [-3.03668, 3.08418, 1.46787], [-1.64179, 3.38213, 2.55293], [-2.69260, -0.40900, -1.05250], [-2.96967, -0.18895, -2.75105], [-1.33702, -0.49133, -2.04550], [2.53560, -1.00311, -4.34798], [1.01139, -1.99164, -3.93792], [2.65098, 1.46414, -2.18788], [1.85684, 0.30629, -1.07978], [2.99725, -0.96900, -1.94551], [2.93403, -2.75001, -2.54488], [-1.44124, 1.12414, 2.06391], [-1.06470, -0.13710, 0.89711], [-1.72256, 4.10003, -0.52714], [-0.34041, 4.28500, 0.77849], [-1.53257, 1.93310, -2.49274], [-2.86163, 2.04406, -1.40857], [1.52650, 2.62006, -0.24319], [0.79746, 3.15215, -1.71005]], "forces_ev_per_a": [[-2.338, 0.465, 0.655], [1.431, -0.748, 0.349], [0.304, -0.131, 0.203], [-0.606, 0.424, -1.233], [-2.700, 1.785, -0.564], [1.680, -1.003, 0.543], [0.002, -0.027, -1.595], [0.536, 0.387, -0.721], [1.040, 0.346, -1.086], [-0.098, 0.457, 0.403], [2.104, -0.988, 2.506], [-2.849, -0.002, -0.152], [-1.156, -0.179, 0.392], [-0.911, 1.267, -0.116], [-2.230, -0.378, -1.111], [-0.096, -0.181, -0.217], [0.085, -1.809, -0.337], [0.979, -1.117, 0.935], [1.636, 0.873, 1.202], [0.711, 0.091, -1.325], [1.387, -0.343, -1.549], [0.725, 0.052, 0.105], [0.539, -0.597, 0.893], [-0.310, 0.465, 0.747], [0.649, -0.386, 0.146], [-1.013, 0.424, -0.774], [-0.317, 0.059, 0.275], [1.173, -1.039, -0.822], [0.568, 0.122, 0.277], [-0.998, -0.718, 0.145], [-0.374, 0.265, -0.251], [0.683, 0.754, 0.661], [0.673, -0.810, 0.720], [-0.666, -0.568, 0.844], [0.528, 0.516, 0.242], [0.002, -0.148, -0.450], [-0.290, -0.822, 0.352], [0.586, 1.331, -0.192], [0.183, 0.364, 0.599], [-0.045, 0.904, -0.382], [0.189, -1.554, -0.223], [0.280, 0.738, -0.249], [-0.640, 0.283, 0.175], [0.146, 0.442, 0.562], [0.512, 0.317, 1.767], [-0.586, -0.288, -1.084], [0.128, 0.353, -0.234], [-1.065, 0.461, 0.098], [0.008, -0.353, -0.664], [-0.179, 0.243, -0.465]], "lowdin_charge": [0.14, 0.05, 0.09, 0.09, 0.88, -0.40, -0.42, -0.49, -0.17, 0.06, 0.24, 0.12, 0.09, -0.12, -0.20, -0.19, -0.51, -0.51, -0.26, -0.26, -0.32, -0.30, -0.29, 0.68, 0.14, 0.17, 0.13, 0.02, 0.06, 0.09, 0.06, 0.09, 0.05, 0.03, 0.09, 0.00, 0.08, 0.11, 0.06, 0.05, 0.12, 0.14, 0.05, 0.02, 0.09, 0.08, 0.06, 0.05, 0.09, 0.07]}